No. 1
DFT (wB97M-V/def2-TZVPD) results for a 8-piece molecular cluster, C20H40F6N9O17 overall at a distorted geometry.

- LUMO level (eV) = -5.138
- frontier orbital gap (eV) = 7.01
- total energy (eV) = -85878.6326

```
! wB97M-V def2-TZVPD RIJCOSX def2/J DEFGRID3
* xyz 1 1
H 0.5613 -3.5782 0.4840
C -1.3167 -5.7975 -3.5009
H -0.4695 5.3498 -0.5118
H -2.3024 5.7759 6.5020
C -2.9873 6.0746 7.2947
O -4.0006 -6.7496 -2.9789
C 2.8632 3.0497 -0.5298
O -1.8098 -3.9771 -4.8447
N 4.5760 6.7092 2.5126
H 0.5614 -1.9765 1.3617
H -0.2192 -2.9876 -2.3077
N 1.4884 -9.4081 -7.1980
C 2.4072 -1.0130 -0.6465
C 0.1078 -0.4213 -1.0118
H -1.6143 6.5290 0.2005
N -2.1046 -1.4082 0.9651
O -1.7017 5.0567 8.9189
H 3.0016 -1.7276 0.0170
H 0.4460 6.9960 4.7640
H 1.5769 5.8129 4.0338
C 0.6847 6.4174 3.8742
N -1.2171 -5.0420 -4.7758
N -2.4796 4.9998 -0.9604
H 1.9921 -7.3823 -7.0848
H -1.5939 -1.5733 3.0657
N -0.4369 5.4846 3.5897
H -3.7452 -1.7278 -0.5041
H -0.9562 -0.3335 -1.4042
H 0.5283 -7.8457 -6.1633
H 1.9653 1.7472 1.7893
H -0.3069 -5.9111 -3.1069
O -2.3506 4.2657 -1.9273
H -3.3494 -1.1860 2.7479
H 1.4221 -0.2495 3.0784
H 1.3361 -2.4541 -3.0989
C -1.3663 5.9437 -0.6822
O -2.1545 7.1642 9.1589
C 1.0835 -7.9825 -7.0881
F 3.0681 3.8606 -1.6768
C 2.1530 0.4790 -0.1110
H -4.1069 -0.5379 0.8308
O -0.5485 -5.5417 -5.6620
F 1.6116 3.4160 -0.0260
O 1.4608 -4.1160 -1.8316
H 2.4764 -1.3764 2.0510
H -5.6685 -4.7774 -2.7461
H -3.7929 5.3518 7.4150
O -1.8341 -3.3744 -0.3779
H 4.1510 7.0375 0.4925
N -4.6388 -6.4315 -1.9887
F 3.9329 3.3961 0.3340
N -2.2168 6.1030 8.5648
C 2.5632 0.8497 1.3883
O -3.4354 5.0239 -0.2088
O 4.1385 5.8353 3.2462
H 3.2367 -0.2045 3.2224
C 4.7715 6.3632 1.0812
C -2.4751 -1.7957 2.3605
H -2.7406 -2.9091 2.4411
H 5.8276 6.4961 0.8512
O -1.3919 5.5059 4.3432
O 2.1234 -9.7249 -8.1875
H 0.4597 -7.7507 -7.9500
O 2.7219 -4.0379 -1.3155
O -0.3142 4.7595 2.6143
F 3.1071 -1.1584 -1.8956
H 4.4691 5.3301 0.9273
C 2.9643 1.5347 -1.0394
O -4.9688 -7.1765 -1.0859
C 0.2972 -2.4737 0.3721
H 3.6804 1.1179 1.3770
H -5.6026 -4.8693 -0.9579
H -3.3870 7.0684 7.1041
O 4.8667 7.8399 2.8499
C -5.0457 -5.0062 -1.8824
H -4.1372 -4.4046 -1.8789
H 0.1530 1.5006 -0.6661
C 0.9926 -1.7750 -0.9080
H -1.2549 6.5879 -1.5533
N 0.7454 0.6641 -0.5712
C 0.9033 -2.8160 -2.1135
O 1.1577 -10.1557 -6.2937
C -3.2663 -0.9380 0.1568
H 0.7984 7.0696 3.0094
H -1.7651 -6.7634 -3.7242
C 2.3814 -0.3234 2.4619
C -1.3178 -2.4325 0.2851
H 2.7086 -4.3795 -0.3855
F 2.4600 1.5432 -2.3726
F 4.3534 1.2301 -1.0679
H -2.9484 -0.0303 -0.4775
H -1.9389 -5.2358 -2.8086
*
```



No. 2
DFT (wB97M-V/def2-TZVPD) results for a single C2H3NO3 molecule at a distorted geometry.

- LUMO level (eV) = 0.573
- SMILES string = O=CNC(=O)O
- frontier orbital gap (eV) = 11.49
- total energy (eV) = -9755.5351
- relative energy (zero: lowest compared OMol25 entry of this formula, charge and spin) (kcal per mole) = 12.8

```
! wB97M-V def2-TZVPD RIJCOSX def2/J DEFGRID3
* xyz 0 1
H 0.1972 0.9282 -1.4485
O 2.1707 0.6963 0.1341
C -1.2315 0.0861 -0.3243
O 0.9982 -1.0796 0.9455
C 1.2143 -0.0218 0.1871
O -1.6135 -0.6918 0.5347
H -1.9683 0.7098 -0.8378
H 0.1631 -0.9778 1.4428
N 0.0698 0.3506 -0.6335
*
```



No. 3
DFT (wB97M-V/def2-TZVPD) results for ClH14NaO11 as an isolated structure at a distorted geometry.

- LUMO level (eV) = -0.693
- frontier orbital gap (eV) = 8.21
- total energy (eV) = -39683.3870
- relative energy (zero: lowest compared OMol25 entry of this formula, charge and spin) (kcal per mole) = 0.0

```
! wB97M-V def2-TZVPD RIJCOSX def2/J DEFGRID3
* xyz 0 1
H 1.7249 -2.3003 0.8533
H 0.7253 1.3174 2.1045
H 2.9000 1.5840 0.5258
H -1.1024 -2.5912 -2.2392
O -0.7396 -0.6498 1.9827
O -0.6018 -1.9411 -1.7463
O 1.8740 -1.8942 -0.0006
Na 0.5165 0.1951 -0.5918
H 3.4463 0.2459 0.0754
H -1.2605 -1.4606 -1.2449
O 0.3248 2.1428 2.3774
H 1.1921 1.0088 -3.4727
H 2.8108 -1.6978 -0.0127
O -2.1841 0.1113 -1.1537
O 0.2548 2.6299 -0.4116
O -1.1343 -2.9686 1.7980
O 0.3730 1.1247 -2.9912
O -2.8806 -1.4412 1.3502
H 0.1604 2.8404 0.5174
O 2.6637 0.7957 0.0370
Cl -1.7016 -1.6740 2.1361
H -0.2834 0.6734 -3.5221
O -2.1152 -1.6694 3.4951
H -0.4347 1.8806 2.8976
H -2.9427 0.1313 -1.7372
H 0.9419 3.2194 -0.7226
H -2.5277 0.3872 -0.3040
*
```